A molecular structure, C48H120F2HfNO36S4 at a distorted geometry. Source: OMol25; level of theory: ωB97M-V/def2-TZVPD.

```
! RIJCOSX wB97M-V def2-TZVPD def2/J DEFGRID3
* xyz -1 1
Hf -1.4594 -2.3700 3.0952
S -3.8814 -3.2606 3.0573
O -3.7086 -1.7623 3.0122
O -2.7071 -3.6542 2.0239
O -3.2233 -3.6564 4.3046
O -5.1219 -3.9676 2.8322
S -0.4380 -0.7737 1.0998
O -1.4607 -0.4082 2.2802
O -1.0453 -0.6853 -0.1958
O 0.7063 0.0911 1.2759
O -0.2206 -2.2289 1.4542
N -0.4075 -4.5370 3.5185
S 0.3387 -5.4122 2.3342
O 0.1992 -6.7904 2.6322
O 1.6738 -4.8739 2.0352
F -0.5805 -4.9952 1.3217
S -0.0532 -4.6942 5.0671
O -1.1944 -4.2386 5.8083
O 1.2714 -4.2338 5.4270
F 0.0197 -6.2433 5.5277
C -4.6448 -5.2941 -0.8386
O -3.6585 -4.8296 -1.7223
C -2.3712 -5.1380 -1.3593
C -1.4168 -4.3294 -2.2254
O -1.4938 -4.8818 -3.5141
C -0.6356 -4.2796 -4.4675
H -4.8988 -4.5128 -0.1290
H -4.2960 -6.1901 -0.2199
H -5.5359 -5.6405 -1.3862
H -2.1721 -6.2378 -1.4115
H -2.2749 -4.8639 -0.3014
H -0.4195 -4.3767 -1.7413
H -1.7099 -3.2811 -2.1635
H -0.6613 -3.2071 -4.4370
H -0.8875 -4.5472 -5.5245
H 0.3860 -4.6111 -4.2311
C -0.5617 2.6975 -1.8415
O 0.5729 3.5467 -1.6341
C 1.1577 3.2515 -0.3858
C 2.2963 4.2431 -0.0800
O 1.6421 5.5027 0.2341
C 2.4538 6.6883 0.2569
H -1.4996 2.9235 -1.3632
H -0.3065 1.6611 -1.6380
H -0.7953 2.7961 -2.8887
H 1.5065 2.1926 -0.4192
H 0.3870 3.2564 0.3862
H 2.8943 4.3781 -0.9866
H 2.8672 3.8484 0.7756
H 3.0503 6.6268 -0.6471
H 3.1359 6.8094 1.1349
H 1.8067 7.5311 0.3154
C 7.3297 -3.7393 -2.3674
O 6.2076 -4.1792 -1.5295
C 4.9400 -4.1809 -2.1727
C 3.8144 -4.0215 -1.1800
O 3.6252 -2.5842 -1.0254
C 2.4128 -2.3093 -0.2767
H 7.3120 -2.7101 -2.6611
H 7.2307 -4.3823 -3.2068
H 8.2137 -3.9100 -1.7856
H 4.9009 -5.1396 -2.6555
H 4.7760 -3.4715 -2.9644
H 4.1489 -4.5831 -0.3033
H 2.8913 -4.5421 -1.4963
H 2.3784 -2.9366 0.5762
H 1.5166 -2.4679 -0.9323
H 2.4097 -1.2642 0.0013
C 7.9189 0.0013 -1.0646
O 7.1088 0.9635 -0.4658
C 5.9275 1.2341 -1.2263
C 5.1172 2.1640 -0.2770
O 4.8889 1.6132 1.0308
C 3.9728 0.5884 0.8731
H 8.3012 0.2893 -2.0298
H 7.2520 -0.9338 -1.2245
H 8.7869 -0.1603 -0.4282
H 5.3206 0.3331 -1.4169
H 6.1517 1.7965 -2.1274
H 4.1786 2.4568 -0.8032
H 5.6647 3.0738 0.0533
H 4.3721 -0.1477 0.1408
H 2.9122 0.8070 0.6286
H 3.8717 -0.0519 1.7494
C -2.1252 5.2420 2.4006
O -2.4590 6.2847 1.5347
C -2.5694 5.8613 0.1726
C -2.7147 7.1218 -0.6732
O -1.3902 7.8022 -0.7416
C -1.5044 9.2422 -0.8406
H -2.4295 5.5578 3.3890
H -1.0322 5.1093 2.3122
H -2.5407 4.2647 2.1927
H -3.5108 5.3620 0.1300
H -1.7444 5.2478 -0.1171
H -3.4083 7.8628 -0.2702
H -2.9843 6.9049 -1.7372
H -2.2008 9.6209 -0.1310
H -1.9022 9.3962 -1.8465
H -0.5435 9.6491 -0.6284
C -6.4280 -1.3927 1.2334
O -6.9444 -0.7176 0.0859
C -6.6158 -1.4493 -1.1135
C -7.2293 -0.7472 -2.4031
O -8.6174 -0.8434 -2.5642
C -8.9953 -2.1664 -2.7157
H -7.1960 -2.0281 1.7188
H -6.3111 -0.6535 2.0100
H -5.5354 -1.9542 0.8975
H -6.9040 -2.4510 -1.0015
H -5.5251 -1.4537 -1.2287
H -6.5818 -1.1182 -3.2007
H -7.0251 0.3482 -2.2100
H -9.1601 -2.6963 -1.7768
H -8.2640 -2.6726 -3.3939
H -9.9886 -2.1966 -3.1728
C -4.5356 2.7196 -2.4966
O -4.0916 2.8103 -1.1770
C -5.1178 2.1959 -0.2924
C -4.4380 2.0130 1.1037
O -4.4675 3.2774 1.7424
C -4.7002 3.2197 3.1690
H -4.4157 1.6537 -2.8252
H -3.9372 3.4090 -3.1020
H -5.5606 3.0520 -2.6258
H -5.3944 1.1743 -0.6487
H -6.0471 2.7394 -0.2072
H -3.3739 1.7038 1.1223
H -4.9290 1.2498 1.7833
H -5.1486 4.1805 3.4435
H -3.7531 3.1005 3.7973
H -5.3569 2.3719 3.4193
C 0.2842 1.7353 -6.2482
O 0.6595 2.7697 -5.3594
C 2.0011 2.5730 -5.0292
C 2.2444 1.6916 -3.8249
O 1.7859 0.3716 -4.0657
C 2.1007 -0.5079 -2.9848
H 0.9097 1.8055 -7.1636
H -0.7813 1.9612 -6.5694
H 0.4228 0.7105 -5.7960
H 2.4327 3.4875 -4.6672
H 2.5253 2.1262 -5.8468
H 1.8238 2.1693 -2.9403
H 3.3560 1.7469 -3.7887
H 1.4868 -1.4269 -3.1020
H 1.8326 -0.1442 -1.9639
H 3.1641 -0.7525 -2.9113
C -1.9782 -0.2738 -3.7110
O -2.5533 -1.1094 -4.6744
C -3.4759 -1.9424 -4.0700
C -4.3488 -2.7409 -5.0162
O -5.5321 -2.0595 -5.4323
C -5.2793 -0.9544 -6.3260
H -1.1203 0.2363 -4.1381
H -1.7459 -0.7934 -2.7686
H -2.7551 0.4536 -3.4106
H -4.1140 -1.3745 -3.3607
H -2.9302 -2.7057 -3.5238
H -4.7011 -3.6370 -4.4177
H -3.7871 -3.1429 -5.8419
H -6.2381 -0.5574 -6.6936
H -4.7379 -1.2911 -7.2100
H -4.6364 -0.2319 -5.8338
C -0.6161 1.9475 3.8594
O 0.2598 1.9840 4.9595
C 1.5949 2.3517 4.5170
C 1.6962 3.7107 3.8071
O 1.2286 4.6997 4.7385
C 1.5004 6.0270 4.2684
H -1.6644 1.8102 4.2553
H -0.3305 1.2040 3.0885
H -0.8202 2.9463 3.3555
H 2.0865 1.5932 3.8839
H 2.1436 2.3819 5.4628
H 1.1378 3.8259 2.8594
H 2.7398 3.9644 3.6335
H 1.1217 6.7143 4.9907
H 0.9809 6.2514 3.3104
H 2.5989 6.1245 4.1626
C 10.3349 -2.3507 1.3154
O 8.9417 -2.2339 1.1135
C 8.1952 -2.8506 2.1351
C 6.7501 -2.7544 1.7123
O 6.0978 -3.7328 2.5342
C 4.6682 -3.4931 2.4926
H 10.8928 -1.9216 0.4607
H 10.5739 -3.3911 1.3195
H 10.6044 -1.7764 2.1768
H 8.3328 -2.4093 3.1348
H 8.4340 -3.9241 2.2234
H 6.6165 -2.9456 0.6232
H 6.3941 -1.7308 1.9726
H 4.0820 -4.4173 2.6306
H 4.4441 -3.0699 1.5087
H 4.4251 -2.7370 3.2291
C -2.7603 -0.3945 5.3045
O -1.5603 -0.8615 4.7665
C -0.5233 -0.9189 5.7916
C 0.8512 -1.1366 5.2143
O 0.6645 -1.8873 4.0063
C 1.8914 -2.0834 3.2570
H -3.4122 -0.0145 4.4885
H -2.4477 0.4992 5.9429
H -3.1635 -1.1484 5.9809
H -0.8543 -1.7035 6.4711
H -0.5459 0.0758 6.2212
H 1.4186 -1.7313 5.9252
H 1.2603 -0.1799 4.9262
H 2.6790 -2.3467 3.9251
H 2.1745 -1.1284 2.7667
H 1.7385 -2.8813 2.5594
*
```

As for the total energy: -6504.462568 Ha. The calculation puts the strongest force on any atom at 0.147 Eh/bohr. The gap between HOMO and LUMO is 9.56 eV. Its HOMO energy is -7.49 eV.